{
  "formula": "C35H51GeN4O3S2Ta",
  "method": "the ωB97M-V functional and the def2-TZVPD basis",
  "total_charge": 3,
  "homo_lumo_gap_ev": [5.96, 7.07],
  "relative_energy_kcal_mol": 168.8,
  "homo_ev": [-14.831, -15.851],
  "multiplicity": 2,
  "symbols": ["Ta", "C", "N", "C", "C", "N", "C", "C", "C", "C", "C", "C", "C", "S", "C", "C", "C", "C", "C", "C", "S", "H", "H", "H", "H", "H", "H", "H", "H", "H", "H", "H", "H", "H", "H", "H", "H", "H", "H", "C", "C", "C", "C", "O", "Ge", "O", "C", "C", "C", "C", "O", "C", "C", "C", "C", "H", "H", "H", "H", "H", "H", "H", "H", "H", "H", "H", "H", "H", "H", "H", "H", "H", "H", "H", "H", "H", "H", "H", "H", "H", "H", "H", "N", "C", "N", "C", "C", "C", "C", "C", "C", "H", "H", "H", "H", "H", "H"],
  "coordinates": [[-0.129173, -0.569059, -0.866713], [1.698002, -1.006680, -3.358537], [1.848851, -1.334100, -1.910068], [3.016959, -0.616345, -1.282860], [2.799794, 0.875925, -1.192266], [1.495988, 1.179911, -0.540394], [1.712411, 1.268185, 0.930533], [0.781978, 2.396835, -1.004514], [1.415335, 3.657344, -0.511483], [0.951626, 4.839831, -0.884963], [-0.300925, 4.843553, -1.670219], [-1.964886, 3.545010, -2.041870], [-0.580269, 1.251262, -2.007761], [-1.496795, 0.018598, -2.741194], [2.081880, -2.776064, -1.765102], [2.695706, -3.523844, -2.755636], [2.844516, -4.898037, -2.598961], [2.370371, -5.541968, -1.466740], [1.783655, -4.797941, -0.457701], [1.666416, -3.417226, -0.593668], [0.962399, -2.465901, 0.705057], [2.668870, -0.963129, -3.856871], [1.192041, -0.054086, -3.470221], [1.076609, -1.761719, -3.831870], [3.919857, -0.831144, -1.861579], [3.152400, -1.032613, -0.289076], [2.826159, 1.330359, -2.171404], [3.624955, 1.317386, -0.627703], [2.562335, 1.893958, 1.210090], [1.935653, 0.269010, 1.301707], [0.806539, 1.648230, 1.403077], [2.339232, 3.585643, 0.047104], [1.456645, 5.767445, -0.652016], [-0.536225, 5.803904, -2.123675], [-2.926419, 3.665383, -2.520896], [3.053320, -3.064001, -3.665397], [3.323863, -5.468692, -3.382964], [2.462654, -6.614487, -1.367545], [1.417210, -5.284111, 0.434377], [1.736405, -2.301541, 3.882311], [2.755549, -2.486473, 2.776762], [3.054958, -3.948329, 2.525456], [4.020977, -1.689845, 3.032302], [2.220662, -1.823519, 1.527687], [-1.159371, -0.473096, 2.356954], [-2.125709, 0.793050, 2.931428], [-3.281269, 1.479612, 3.560545], [-4.260008, 0.415771, 4.018557], [-3.877259, 2.384923, 2.501762], [-2.710527, 2.266772, 4.724045], [-1.667897, -1.144941, 0.142926], [-2.938705, -1.908699, 0.103979], [-3.147071, -2.490564, 1.491546], [-4.041696, -0.941779, -0.277617], [-2.763716, -3.013534, -0.924111], [2.121199, -2.739819, 4.803006], [1.548770, -1.242302, 4.070978], [0.798636, -2.813321, 3.650715], [3.544757, -4.362649, 3.406456], [2.143244, -4.523705, 2.368566], [3.724894, -4.076683, 1.675987], [4.484027, -2.031413, 3.957804], [4.738352, -1.828690, 2.223668], [3.799806, -0.627155, 3.140120], [-4.634266, -0.169973, 3.177040], [-3.798794, -0.248149, 4.750981], [-5.115696, 0.892170, 4.496046], [-4.257802, 1.798402, 1.661840], [-4.709554, 2.945125, 2.925716], [-3.125619, 3.099024, 2.159124], [-2.228693, 1.602816, 5.441161], [-1.985610, 3.004119, 4.379375], [-3.514859, 2.791896, 5.238578], [-3.318823, -1.715293, 2.251599], [-4.055423, -3.094291, 1.503276], [-2.316827, -3.134320, 1.789616], [-4.111558, -0.130189, 0.451335], [-3.857737, -0.519406, -1.263461], [-4.999347, -1.462230, -0.299029], [-1.932813, -3.668174, -0.651631], [-3.668081, -3.619012, -0.980318], [-2.578716, -2.590956, -1.912786], [-1.518420, 4.432543, -0.897526], [-1.713748, 2.952914, -0.735070], [-0.648063, 1.981721, -0.682462], [0.346533, 2.374587, -2.529217], [1.275781, 2.262513, -3.702049], [1.155184, 2.934667, -4.845749], [0.091898, 3.897875, -5.088675], [-0.716073, 4.233237, -4.096700], [-0.581353, 3.682326, -2.710836], [-2.098145, 5.077631, -0.367247], [-2.553182, 2.762363, -0.077558], [2.098271, 1.568034, -3.665068], [1.868619, 2.749924, -5.638284], [-0.019345, 4.336960, -6.070282], [-1.506285, 4.962444, -4.243648]],
  "atomic_forces_ev_per_a": [[1.018, 0.495, -1.574], [0.037, 0.179, 0.016], [-0.028, -0.099, 0.055], [-0.075, -0.144, -0.133], [-0.047, 0.202, -0.205], [0.148, -0.567, 0.561], [-0.044, -0.276, 0.121], [-0.181, 0.268, -0.204], [0.004, 0.031, -0.025], [0.020, -0.131, 0.014], [0.098, 0.021, -0.068], [-0.070, -0.054, -0.031], [1.359, -0.030, -0.330], [-0.689, 0.029, 0.046], [-0.083, -0.069, 0.089], [-0.010, 0.019, -0.002], [-0.001, 0.003, 0.012], [-0.002, 0.002, 0.009], [0.028, 0.013, -0.048], [-0.026, 0.100, -0.081], [0.021, -0.216, 0.420], [-0.003, 0.015, 0.019], [0.104, -0.160, -0.013], [0.005, -0.009, 0.020], [0.003, 0.034, -0.007], [0.025, -0.071, 0.024], [0.013, 0.035, 0.040], [-0.021, -0.017, 0.018], [-0.073, 0.134, -0.140], [-0.042, -0.008, 0.070], [0.035, 0.033, 0.014], [-0.028, -0.012, 0.007], [-0.012, 0.004, 0.015], [0.019, -0.002, -0.011], [-0.006, -0.003, 0.012], [-0.003, -0.018, 0.002], [0.000, 0.005, -0.006], [0.001, 0.000, 0.000], [-0.020, -0.007, 0.029], [-0.016, -0.015, 0.002], [-0.017, 0.031, 0.052], [-0.009, 0.042, -0.035], [-0.032, -0.004, -0.022], [0.108, -0.097, -0.079], [0.155, -0.067, 0.142], [-0.209, -0.014, -0.196], [0.051, 0.023, 0.067], [0.025, -0.018, -0.017], [-0.017, -0.062, -0.033], [0.000, -0.017, 0.005], [-0.383, 0.235, 0.975], [0.083, 0.013, -0.155], [-0.098, -0.073, 0.016], [0.001, 0.017, 0.067], [0.014, 0.031, 0.001], [-0.007, 0.006, 0.013], [-0.001, -0.006, -0.013], [0.003, 0.009, -0.014], [0.012, 0.016, 0.007], [-0.026, -0.016, 0.007], [0.004, -0.010, -0.018], [-0.005, -0.005, -0.002], [0.000, 0.001, -0.003], [-0.002, 0.001, 0.007], [-0.018, 0.025, 0.003], [0.001, -0.002, -0.013], [-0.009, 0.004, 0.002], [0.023, 0.061, 0.003], [-0.013, 0.017, -0.004], [-0.012, 0.020, -0.004], [-0.006, 0.003, 0.000], [0.006, -0.001, -0.002], [-0.007, 0.009, -0.001], [-0.010, 0.031, -0.049], [0.018, -0.041, 0.029], [0.019, -0.028, -0.019], [-0.003, -0.034, 0.001], [-0.021, -0.002, -0.006], [-0.007, -0.003, 0.001], [-0.008, -0.012, 0.005], [-0.005, -0.012, -0.002], [-0.026, -0.023, 0.013], [-0.038, 0.004, 0.005], [-0.057, -0.173, -0.109], [-0.554, 0.263, 0.786], [-0.498, 0.243, -0.222], [0.202, -0.137, 0.126], [-0.011, -0.032, -0.012], [-0.002, 0.017, -0.025], [-0.033, 0.018, -0.003], [0.025, -0.029, -0.064], [-0.008, -0.021, 0.011], [0.034, -0.006, 0.054], [-0.093, 0.102, -0.024], [0.015, 0.005, 0.009], [0.001, -0.009, -0.003], [-0.010, -0.012, 0.008]],
  "mulliken_charge": [-0.6413, -1.3413, 1.6955, -0.6398, -0.7455, 1.3363, -0.8969, 0.4150, -0.9426, -1.5533, 0.1467, -1.1419, 0.0824, -0.5274, -0.1115, -0.6440, -0.9232, -0.9133, -0.9184, 0.3609, -0.0361, 0.4760, -0.0114, 0.4647, 0.6100, 0.0800, 0.0692, 0.6107, 0.6994, -0.0680, 0.2954, 0.5486, 0.5021, 0.6014, 0.4662, 0.5095, 0.4641, 0.5126, 0.5505, -1.4537, 1.5220, -1.6487, -1.6754, -0.0161, 0.3499, 0.1003, 1.6149, -1.6131, -1.4380, -1.6863, 0.4570, 1.8323, -2.0754, -1.3586, -1.6270, 0.5682, 0.2336, 0.2945, 0.5466, 0.2678, 0.3642, 0.5206, 0.3918, 0.3485, 0.3171, 0.4421, 0.4523, 0.2431, 0.5494, 0.2820, 0.4142, 0.3635, 0.4360, 0.3703, 0.5256, 0.3156, 0.0930, 0.2785, 0.5110, 0.2754, 0.5359, 0.3349, -0.2342, -0.7209, 0.1192, 2.7802, -0.5900, -1.3069, -1.1491, -1.0693, 1.3674, 0.3437, 0.7954, 0.1175, 0.5204, 0.4794, 0.5459]
}